No. 1
Entry from the Open Molecules 2025 dataset: a structure of composition C23H36GeNO2PbS2Si (ωB97M-V with the def2-TZVPD basis set).

* charge: +1
* LUMO level: -6.29 eV
* HOMO level: -10.93 eV
* ΔE to the lowest compared entry with this formula, charge and spin: 0.0 kJ/mol
* HOMO-LUMO gap: 4.632 eV

Element x y z (Å)
Pb -0.35 0.53 -0.03
C -2.91 -2.61 5.84
Si -2.40 -1.08 4.82
C -3.95 -0.02 4.68
C -1.07 -0.21 5.83
C -1.74 -1.62 3.09
C -1.73 -3.01 2.82
C -1.28 -3.51 1.60
C -0.84 -2.61 0.66
N -0.83 -1.28 0.85
C -1.28 -0.78 2.06
S -1.23 0.98 2.26
H -3.28 -2.30 6.82
H -2.05 -3.28 5.99
H -3.71 -3.16 5.33
H -4.39 0.14 5.66
H -4.69 -0.51 4.04
H -3.72 0.97 4.25
H -1.40 -0.07 6.86
H -0.82 0.77 5.41
H -0.15 -0.82 5.85
H -2.08 -3.73 3.56
H -1.27 -4.57 1.40
H -0.47 -2.93 -0.31
O -1.23 -0.49 -4.09
C -1.61 -0.08 -2.93
O -0.84 0.07 -1.93
C -3.08 0.24 -2.77
C -3.95 0.08 -3.87
C -5.32 0.36 -3.78
C -5.85 0.81 -2.57
C -5.01 0.98 -1.47
C -3.64 0.69 -1.56
S -2.68 0.93 -0.15
H -3.54 -0.28 -4.81
H -5.95 0.22 -4.64
H -6.90 1.03 -2.48
H -5.43 1.33 -0.53
C 4.24 3.62 0.28
C 4.01 2.28 -0.42
C 3.49 1.23 0.56
C 3.30 -0.16 -0.07
Ge 1.81 -0.26 -1.36
C 1.81 0.75 -3.04
C 2.86 0.27 -4.06
C 4.30 0.56 -3.62
C 5.29 0.11 -4.69
H 4.61 4.36 -0.46
H 5.00 3.50 1.08
H 3.29 3.99 0.71
H 4.96 1.94 -0.87
H 3.27 2.44 -1.23
H 2.53 1.56 1.02
H 4.24 1.12 1.37
H 3.03 -0.86 0.74
H 4.24 -0.52 -0.53
H 1.62 -1.75 -1.73
H 1.91 1.84 -2.87
H 0.81 0.58 -3.49
H 2.67 0.80 -5.01
H 2.72 -0.82 -4.24
H 4.53 0.02 -2.68
H 4.42 1.65 -3.45
H 5.21 -0.98 -4.86
H 6.33 0.34 -4.35
H 5.11 0.65 -5.64
H 1.06 0.60 1.10

Results of the Löwdin charge analysis, in e, for atoms 1 through 8: 0.810 -0.181 0.544 -0.176 -0.180 -0.201 -0.033 -0.026

No. 2
Entry from the Open Molecules 2025 dataset: an isolated molecule of C27H33N5O4S (ωB97M-V with the def2-TZVPD basis set).

* SMILES: COc1ccc(N2CCN(C(=O)c3sc4ncn(CC(=O)N5CCCC[C@H]5C)c(=O)c4c3C)CC2)cc1
* LUMO level: 0.09 eV
* HOMO level: -7.48 eV
* ΔE to the lowest compared entry with this formula, charge and spin: 104.4 kJ/mol
* HOMO-LUMO gap: 7.570 eV

Element x y z (Å)
C 10.13 2.10 1.41
H 10.57 1.11 1.54
O 9.45 2.22 0.19
C 8.38 1.39 -0.03
C 7.90 0.44 0.86
C 6.79 -0.33 0.53
C 6.13 -0.18 -0.68
C 6.64 0.77 -1.57
C 7.73 1.54 -1.25
H 8.11 2.27 -1.95
H 6.19 0.90 -2.55
N 5.05 -0.98 -1.06
C 4.62 -2.08 -0.23
H 5.49 -2.58 0.20
C 3.65 -1.62 0.87
N 2.53 -0.93 0.27
C 1.29 -1.45 0.41
O 1.08 -2.51 0.98
C 0.15 -0.64 -0.10
C -0.91 -1.12 -0.82
C -1.92 -0.12 -0.99
C -1.60 1.08 -0.37
N -2.39 2.17 -0.36
C -3.52 2.05 -0.95
N -3.97 0.93 -1.56
C -3.20 -0.25 -1.64
O -3.65 -1.23 -2.19
C -5.31 0.92 -2.12
H -5.37 1.61 -2.96
H -5.52 -0.09 -2.48
C -6.33 1.41 -1.08
O -6.89 2.48 -1.26
N -6.52 0.67 0.02
C -5.92 -0.63 0.31
C -7.00 -1.70 0.48
H -6.53 -2.68 0.52
H -7.68 -1.68 -0.37
H -7.58 -1.57 1.39
H -5.32 -0.94 -0.54
C -5.01 -0.51 1.54
C -5.74 0.11 2.73
C -6.36 1.44 2.33
C -7.27 1.24 1.12
H -7.67 2.20 0.77
H -8.11 0.59 1.37
H -6.94 1.86 3.16
H -5.57 2.15 2.07
H -5.03 0.25 3.55
H -6.52 -0.57 3.09
H -4.62 -1.50 1.79
H -4.16 0.13 1.28
H -4.18 2.91 -0.97
S -0.07 1.01 0.42
C -1.00 -2.49 -1.39
H -0.57 -2.50 -2.40
H -0.45 -3.19 -0.77
H -2.04 -2.80 -1.47
C 2.91 0.16 -0.60
H 2.03 0.58 -1.09
C 3.89 -0.35 -1.67
H 4.19 0.49 -2.29
H 3.39 -1.09 -2.30
H 3.39 0.94 0.00
H 3.27 -2.47 1.43
H 4.16 -0.92 1.55
H 4.10 -2.80 -0.87
H 6.46 -1.05 1.26
H 8.38 0.28 1.81
H 9.48 2.32 2.26
H 10.93 2.85 1.38

Results of the Löwdin charge analysis, in e, for atoms 1 through 8: -0.098 0.094 -0.091 -0.286 -0.023 -0.025 -0.235 -0.017

No. 3
Entry from the Open Molecules 2025 dataset: a cluster of 13 separate species, C40H78O33 in total (ωB97M-V with the def2-TZVPD basis set).

* LUMO level: 0.27 eV
* HOMO level: -9.47 eV
* HOMO-LUMO gap: 9.739 eV

Element x y z (Å)
C -5.42 3.11 3.69
C -4.72 1.71 3.69
C -4.46 1.20 2.27
O -3.05 0.82 2.21
C -2.46 1.38 3.25
O -1.23 1.29 3.36
O -3.26 1.89 4.14
H -6.39 2.95 3.27
H -4.90 3.83 3.06
H -5.54 3.47 4.69
H -5.17 1.07 4.45
H -4.62 2.10 1.62
H -5.16 0.45 1.90
C 3.95 -2.05 -3.33
C 4.57 -0.75 -2.89
C 3.79 0.16 -2.07
O 4.79 0.85 -1.29
C 5.93 0.10 -1.26
O 6.91 0.34 -0.67
O 5.72 -1.05 -1.99
H 3.17 -1.69 -3.96
H 3.55 -2.63 -2.53
H 4.64 -2.59 -3.97
H 4.97 -0.17 -3.74
H 3.12 -0.29 -1.31
H 3.21 0.90 -2.67
C -3.88 -3.38 -3.64
C -3.46 -2.98 -2.18
C -2.19 -2.13 -2.16
O -2.65 -0.90 -1.51
C -3.94 -1.04 -1.11
O -4.64 -0.27 -0.52
O -4.45 -2.23 -1.57
H -2.99 -3.70 -4.17
H -4.12 -2.38 -4.15
H -4.66 -4.12 -3.83
H -3.27 -3.89 -1.62
H -1.80 -1.72 -3.11
H -1.38 -2.60 -1.67
C 0.20 0.60 -6.40
C -1.23 0.95 -6.12
C -1.49 1.64 -4.74
O -2.76 2.32 -4.95
C -2.76 2.66 -6.31
O -3.49 3.49 -6.70
O -1.75 2.01 -6.99
H 0.37 -0.19 -5.72
H 0.91 1.43 -6.25
H 0.21 0.20 -7.42
H -1.85 0.07 -6.44
H -0.71 2.34 -4.41
H -1.64 0.91 -3.92
C 6.75 -3.18 3.07
C 5.27 -3.17 2.97
C 4.61 -1.80 3.12
O 3.97 -1.55 1.88
C 4.06 -2.60 1.08
O 3.42 -2.70 0.10
O 4.83 -3.56 1.67
H 7.27 -2.37 2.53
H 7.20 -4.13 2.73
H 6.94 -3.02 4.14
H 4.77 -3.93 3.59
H 5.35 -1.01 3.14
H 3.85 -1.72 3.89
C 0.99 6.03 1.13
C -0.31 6.06 1.87
C -1.31 7.06 1.40
O -2.58 6.34 1.25
C -2.31 5.02 1.55
O -3.07 4.10 1.51
O -1.01 4.83 1.75
H 1.43 7.02 1.26
H 0.88 5.79 0.05
H 1.60 5.34 1.71
H -0.22 6.16 2.96
H -0.86 7.53 0.48
H -1.40 7.82 2.19
C 1.67 1.46 1.14
C 0.52 0.53 0.61
C -0.71 1.25 0.02
O -0.56 1.06 -1.41
C 0.33 0.14 -1.65
O 0.67 -0.36 -2.70
O 0.89 -0.31 -0.50
H 2.06 2.08 0.32
H 2.40 0.70 1.46
H 1.28 2.02 1.99
H 0.28 -0.14 1.43
H -0.62 2.30 0.15
H -1.70 0.94 0.40
C 1.96 2.50 4.67
C 1.96 3.43 5.86
O 0.79 4.20 6.11
O 1.12 1.37 4.92
H 3.00 2.15 4.61
H 1.73 2.97 3.67
H 2.82 4.09 5.64
H 2.28 2.91 6.76
H 0.14 3.54 6.28
H 0.34 1.31 4.33
C 1.03 -3.68 -4.28
C 0.19 -3.03 -5.36
O 0.43 -3.45 -6.71
O 0.58 -5.04 -4.07
H 0.87 -3.17 -3.34
H 2.13 -3.55 -4.49
H 0.29 -1.93 -5.41
H -0.83 -3.37 -5.15
H 1.33 -3.30 -6.97
H 0.54 -5.51 -4.89
C 0.73 -5.01 -0.74
C -0.69 -5.45 -0.89
O -1.32 -5.12 -2.15
O 0.80 -3.62 -0.43
H 1.31 -5.17 -1.76
H 1.25 -5.72 -0.07
H -1.29 -5.06 -0.10
H -0.73 -6.55 -0.66
H -0.70 -5.32 -2.82
H 1.69 -3.26 -0.35
C 0.57 -3.34 5.42
C 1.32 -2.10 5.90
O 1.99 -1.50 4.80
O -0.62 -2.91 4.73
H 0.24 -4.12 6.10
H 1.25 -3.81 4.66
H 2.10 -2.38 6.62
H 0.70 -1.38 6.37
H 1.73 -0.57 4.74
H -0.30 -2.77 3.82
C -1.83 4.82 -1.74
C -2.53 5.16 -3.03
O -2.27 6.61 -3.22
O -0.57 5.34 -1.73
H -1.63 3.78 -1.71
H -2.39 5.13 -0.86
H -3.64 4.92 -3.04
H -2.11 4.62 -3.85
H -2.87 6.91 -3.94
H -0.64 6.14 -2.27
C -2.96 -2.87 2.81
C -1.94 -2.74 1.67
O -0.65 -3.07 2.09
O -2.90 -4.15 3.39
H -3.99 -2.66 2.51
H -2.51 -2.22 3.58
H -1.94 -1.66 1.38
H -2.36 -3.36 0.83
H -0.16 -3.23 1.29
H -2.03 -4.25 3.84

Results of the Löwdin charge analysis, in e, for atoms 1 through 8: -0.012 -0.182 -0.072 0.056 -0.590 0.086 0.107 0.080